Formula: C54H65CsN5O10PS3
Source: OMol25
Level of theory: ωB97M-V with the def2-TZVPD basis set

Last column: Löwdin charge in e.
Positions of all 139 atoms, in Å:
1 Cs -0.65513 0.26931 -0.97214  1.14
2 S 0.93615 -1.22156 -3.24181  0.90
3 S -1.67473 3.16291 1.00639  0.86
4 S -3.58267 -1.24278 2.80563  0.67
5 P 2.56539 0.67128 -0.18683  0.87
6 O -2.12195 4.57730 0.75952  -0.52
7 O 3.84492 1.28540 -1.06404  -0.30
8 O 1.31251 -1.95278 2.60711  0.00
9 O 0.23483 1.10542 4.48107  0.06
10 O 0.39256 -0.64155 1.04089  -0.47
11 O 2.58117 1.60516 1.14052  -0.32
12 O 3.41037 -0.56307 0.45382  -0.29
13 O 1.88660 -7.38389 -0.46403  -0.06
14 O 1.41693 -6.96111 1.70327  -0.05
15 O 1.30684 0.19203 -2.92479  -0.71
16 N -1.50282 2.26155 -3.32153  0.02
17 N 0.02888 -2.74368 -0.59638  0.05
18 N -1.36491 -2.57704 3.46593  0.06
19 N -1.12485 -0.29498 3.36819  0.10
20 N -2.68581 2.08732 -3.68292  0.07
21 C -4.59840 -0.61247 -5.25977  -0.14
22 C -2.96430 -0.59160 7.40397  -0.09
23 C -3.96921 3.22304 2.55091  -0.30
24 C -2.93280 -1.60898 -3.84245  -0.18
25 C 1.48308 -6.69225 0.49040  -0.72
26 C 3.35911 2.67410 3.11414  -0.07
27 C -3.03464 0.72403 -4.00530  -0.33
28 C -0.42280 6.21073 -2.30356  -0.10
29 C -4.90456 2.79977 1.42613  -0.11
30 C -1.99793 -1.43377 3.26948  -0.81
31 C -0.68415 -0.96241 8.05798  -0.09
32 C -0.18477 -3.80751 -1.36887  -0.17
33 C 5.02414 -1.71974 -0.92953  -0.06
34 C -0.64755 0.26028 4.50812  -0.44
35 C -2.04002 -0.98136 8.36016  -0.10
36 C -1.18831 -0.19484 5.83462  -0.13
37 C -0.01846 0.03404 -5.46976  -0.08
38 C -0.90775 -1.10112 -7.39626  -0.09
39 C -4.01972 -1.74559 -4.69285  -0.13
40 C 0.85064 -1.74434 1.47351  -0.64
41 C 3.49202 -1.17451 -4.26158  -0.06
42 C 0.31512 5.12446 -1.85947  -0.09
43 C -1.93684 4.71763 -3.43040  -0.03
44 C -1.19785 3.63016 -2.98167  -0.24
45 C -3.45620 -4.15461 5.26770  -0.11
46 C 0.27338 -5.07890 -1.07379  -0.02
47 C -2.61028 2.54957 2.45583  -0.34
48 C 3.64273 1.59451 2.09602  -0.28
49 C 3.67285 3.69455 -1.28664  -0.08
50 C -0.05366 3.23636 1.79127  -0.35
51 C -4.09722 0.62430 -4.90852  -0.09
52 C -0.06626 3.83651 -2.20509  -0.05
53 C 3.64941 -1.74518 -0.30157  -0.27
54 C 2.49418 -1.98335 -3.74005  -0.36
55 C 0.09112 4.43443 2.72659  -0.27
56 C 4.87459 -3.12482 -4.53366  -0.10
57 C -2.54328 -0.20611 6.13836  -0.04
58 C 0.61901 5.66913 2.00673  -0.11
59 C -2.18107 -4.62523 4.58167  -0.23
60 C 3.54563 2.34265 -1.96324  -0.32
61 C 3.88008 -3.91866 -3.98289  -0.07
62 C -1.54795 6.00216 -3.09126  -0.09
63 C 1.17406 -4.19127 0.92961  0.03
64 C 0.69656 -2.94518 0.54040  -0.21
65 C 0.25615 -1.19735 -4.90744  -0.37
66 C 4.68294 -1.75448 -4.66652  -0.08
67 C -0.62205 -2.32877 -6.81477  -0.08
68 C -0.03488 -2.38127 -5.56087  -0.08
69 C 0.97587 -5.29250 0.10845  -0.11
70 C -0.60289 0.07516 -6.72673  -0.07
71 C -2.36455 -0.38111 -3.44973  -0.18
72 C -0.25920 -0.55557 6.80503  -0.02
73 C 2.68153 -3.34617 -3.57525  -0.07
74 C -1.91637 -3.90858 3.26376  -0.19
75 H 0.04253 -1.26282 8.80207  0.10
76 H -5.02870 1.71588 1.41489  0.07
77 H 5.16750 -2.61872 -1.52877  0.07
78 H -0.12809 7.21546 -2.02729  0.09
79 H 5.14012 -0.84610 -1.56844  0.06
80 H 1.61965 5.48380 1.60833  0.06
81 H 2.86954 -1.86970 -1.05728  0.09
82 H 4.59583 1.75494 1.58040  0.11
83 H 3.66926 0.61195 2.56956  0.12
84 H -3.46859 -3.07012 5.36109  0.04
85 H -4.02172 -0.59844 7.63512  0.10
86 H 3.54927 -2.57646 0.39959  0.12
87 H -2.12976 6.84704 -3.43959  0.09
88 H -2.22107 -5.69725 4.37840  0.11
89 H 4.26068 2.26234 -2.78712  0.11
90 H 3.49596 4.49640 -2.00458  0.07
91 H 0.50323 2.98586 -1.85181  0.07
92 H 5.47074 -1.13472 -5.07518  0.10
93 H 2.43820 2.44899 3.65026  0.06
94 H 0.76069 4.15061 3.54098  0.10
95 H 0.79260 -0.51753 6.55712  0.12
96 H 2.54941 2.20210 -2.38825  0.07
97 H 3.32265 -0.10870 -4.33132  0.11
98 H -1.38675 -1.06261 -8.36624  0.09
99 H -2.48056 -2.53382 -3.48325  0.06
100 H -4.33545 -4.44055 4.68894  0.07
101 H 5.79310 -1.68826 -0.15691  0.08
102 H -4.42356 -2.72735 -4.92331  0.08
103 H -3.55054 -4.58230 6.26695  0.06
104 H -0.52810 -0.13910 2.53003  0.11
105 H 0.10473 -5.90856 -1.74886  0.11
106 H -2.83181 -3.79715 2.67848  0.09
107 H -5.89020 3.25337 1.54114  0.07
108 H -0.33985 -2.50124 3.50570  0.13
109 H 4.17428 2.73284 3.83796  0.07
110 H -2.81295 4.53258 -4.03648  0.10
111 H -0.74971 -3.62125 -2.27861  0.09
112 H -4.51056 3.10730 0.45682  0.07
113 H -0.85590 1.03141 -7.16551  0.10
114 H 3.25495 3.64672 2.63069  0.07
115 H -3.83813 4.30636 2.54163  0.10
116 H -1.32355 -4.46833 5.24195  0.11
117 H -3.26497 0.08624 5.38937  0.09
118 H 1.68456 -4.29948 1.87673  0.13
119 H 5.81193 -3.57037 -4.84032  0.10
120 H 1.91739 -3.95442 -3.10864  0.10
121 H 0.17570 -3.33562 -5.09476  0.11
122 H -0.03908 5.93005 1.17893  0.06
123 H 0.08496 2.28480 2.30763  0.07
124 H -4.40216 2.94945 3.51873  0.11
125 H 4.67029 3.81598 -0.86194  0.08
126 H 0.68118 6.52432 2.68248  0.07
127 H 4.03747 -4.97933 -3.84315  0.11
128 H -1.19125 -4.46929 2.67197  0.12
129 H 0.67682 3.26786 0.98324  0.07
130 H 0.16643 0.92857 -4.89275  0.09
131 H 2.95131 3.78970 -0.47516  0.05
132 H -5.42557 -0.69310 -5.95486  0.08
133 H -2.37339 -1.29830 9.34022  0.09
134 H 1.18196 5.27585 -1.23142  0.09
135 H -0.87352 4.67060 3.18250  0.10
136 H -2.00357 2.70526 3.34775  0.08
137 H -2.72753 1.47435 2.30925  0.04
138 H -0.87280 -3.24715 -7.32956  0.10
139 H -4.51809 1.52603 -5.34475  0.09

Forces on the atoms, in the same order (eV/Å):
Cs -2.12 1.26 -0.81
S 0.36 0.00 -0.90
S -0.28 0.31 -0.17
S -0.01 0.02 0.15
P 0.85 0.17 0.42
O 0.08 -0.17 0.12
O 0.03 -0.03 0.10
O 0.03 -0.03 0.12
O 0.01 0.19 0.02
O 0.90 -1.02 1.97
O -0.06 0.08 -0.10
O -0.07 0.12 0.02
O 0.02 -0.09 -0.21
O 0.02 0.00 0.20
O 0.26 -0.10 -0.56
N -0.61 0.18 0.00
N 0.01 -0.16 0.14
N 0.34 0.05 0.02
N -0.11 -0.10 0.04
N 0.62 -0.15 -0.10
C 0.01 -0.06 -0.02
C -0.04 -0.03 0.00
C -0.02 -0.06 0.04
C 0.12 0.06 -0.03
C -0.03 0.02 0.01
C 0.02 0.00 0.01
C 0.18 -0.06 -0.01
C 0.03 0.01 0.02
C -0.03 0.01 -0.02
C 0.09 0.24 -0.25
C 0.00 0.00 0.03
C -0.02 0.01 -0.02
C 0.02 -0.04 -0.06
C 0.17 -0.12 -0.03
C 0.01 0.00 0.00
C -0.06 0.00 -0.06
C -0.06 -0.05 -0.05
C 0.01 -0.01 -0.01
C -0.10 0.03 -0.09
C -0.16 -0.13 0.12
C 0.02 -0.08 -0.02
C -0.08 0.00 0.01
C -0.07 0.05 -0.02
C -0.07 -0.36 -0.18
C 0.01 -0.03 0.02
C 0.06 -0.05 -0.01
C 0.06 0.05 -0.02
C 0.03 -0.09 0.04
C 0.01 0.02 -0.02
C -0.04 0.00 0.06
C -0.15 0.34 0.02
C 0.03 0.09 0.11
C -0.06 -0.11 0.08
C -0.03 -0.09 0.10
C 0.04 -0.04 0.02
C -0.01 -0.01 0.01
C 0.01 -0.01 -0.03
C -0.01 0.02 0.00
C 0.02 -0.01 0.03
C 0.07 0.00 -0.06
C 0.01 0.01 0.02
C -0.01 -0.01 -0.02
C -0.04 0.00 0.05
C 0.04 -0.02 0.13
C 0.13 0.03 0.02
C 0.00 0.03 0.02
C -0.02 -0.01 0.00
C -0.01 0.00 -0.03
C -0.03 0.07 -0.04
C -0.02 0.01 0.02
C -0.14 -0.08 -0.15
C 0.00 -0.04 -0.02
C 0.01 0.01 -0.01
C -0.02 0.02 -0.11
H 0.01 -0.01 0.01
H 0.01 -0.04 0.00
H 0.03 -0.07 -0.04
H 0.00 0.01 0.00
H -0.02 0.01 -0.02
H 0.04 -0.01 -0.02
H 0.00 -0.01 -0.06
H -0.02 0.03 0.03
H 0.03 0.04 0.01
H 0.01 0.10 0.04
H -0.02 0.00 0.01
H 0.02 0.00 -0.07
H 0.00 0.01 0.00
H -0.05 -0.03 0.02
H -0.01 0.01 0.00
H -0.01 0.05 -0.04
H 0.03 -0.08 -0.10
H 0.02 0.01 -0.01
H -0.06 -0.03 0.02
H 0.00 0.01 0.00
H 0.04 0.00 -0.01
H -0.07 0.01 -0.03
H -0.02 0.06 0.00
H -0.01 0.00 -0.02
H -0.01 -0.06 0.08
H -0.03 0.02 -0.03
H 0.01 0.01 0.04
H 0.04 -0.04 -0.03
H -0.01 -0.03 0.03
H -0.08 -0.10 0.05
H 0.00 -0.01 0.01
H 0.04 -0.07 0.04
H -0.02 0.02 0.00
H -0.15 0.01 0.02
H 0.02 0.00 0.02
H -0.01 0.00 0.00
H -0.02 0.01 -0.04
H 0.01 0.01 -0.02
H -0.01 0.03 -0.02
H 0.01 0.05 -0.03
H 0.02 0.01 0.00
H 0.03 -0.02 -0.03
H -0.05 -0.01 -0.08
H -0.01 -0.01 -0.01
H 0.03 -0.02 -0.01
H -0.03 -0.02 0.03
H 0.02 -0.04 0.02
H -0.02 0.00 -0.02
H 0.02 -0.06 0.01
H 0.00 0.01 -0.02
H 0.03 -0.01 0.00
H 0.01 0.02 0.02
H 0.00 -0.04 0.00
H 0.05 0.03 -0.02
H 0.05 0.02 -0.03
H 0.03 0.06 0.03
H -0.04 -0.01 0.04
H -0.02 -0.01 -0.02
H -0.01 0.00 0.02
H 0.04 0.02 0.03
H -0.02 -0.01 0.00
H -0.03 0.07 0.06
H 0.04 -0.02 0.02
H 0.00 -0.02 -0.01
H -0.05 0.05 0.09

Properties
- charge = -2
- relative energy (zero: lowest compared OMol25 entry of this formula, charge and spin) (kJ/mol) = 72.88
- highest occupied orbital energy (eV) = -2.35
- molecular weight (g/mol) = 1204.2